# 1
Density functional theory data (the ωB97M-V functional and the def2-TZVPD basis) for the molecule C6H9N in a non-equilibrium geometry.

Last column: Löwdin charge in e.
Geometry (Å):
C (-1.06, -0.77, 1.20)  -0.032
C (-0.13, 0.26, 0.46)  -0.436
C (1.09, -0.42, -0.17)  -0.159
C (0.58, -0.32, -1.62)  -0.157
C (-0.38, 0.77, -1.11)  -0.063
C (0.11, 1.37, 1.38)  -0.201
N (0.28, 2.29, 2.07)  0.148
H (-2.00, -0.39, 1.61)  0.082
H (-0.50, -1.16, 2.07)  0.092
H (-1.29, -1.65, 0.58)  0.082
H (1.29, -1.42, 0.20)  0.107
H (1.93, 0.25, -0.02)  0.119
H (1.37, -0.02, -2.32)  0.106
H (0.13, -1.23, -2.02)  0.104
H (0.00, 1.77, -1.37)  0.120
H (-1.42, 0.67, -0.92)  0.089

The value obtained for the gap between HOMO and LUMO is 10.76 eV. Its spin multiplicity is 1. The value obtained for the HOMO energy is -0.3648 hartree. The LUMO energy comes out at 0.8 eV. The calculation puts the molecular weight at 95.14 g mol⁻¹.

---

# 2
Density functional theory data (the ωB97M-V functional and the def2-TZVPD basis) for a cluster of 2 separate species, H5N3 in total in a non-equilibrium geometry.

Last column: Löwdin charge in e.
Geometry (Å):
H (1.16, 0.49, -1.75)  0.037
H (1.86, -0.40, -0.72)  0.000
H (1.01, -1.05, -2.03)  0.028
H (-0.80, -0.37, 2.06)  0.026
H (-1.10, 0.38, 0.37)  0.026
N (0.98, -0.40, -1.21)  -0.027
N (-1.45, 0.41, 2.20)  -0.046
N (-1.66, 0.93, 1.09)  -0.044

The value obtained for the gap between HOMO and LUMO is 10.14 eV. Its spin multiplicity is 1. The value obtained for the HOMO energy is -0.3446 hartree. The LUMO energy comes out at 0.8 eV. The calculation puts the molecular weight at 47.06 g mol⁻¹.

---

# 3
Density functional theory data (the ωB97M-V functional and the def2-TZVPD basis) for the molecule C6H9NSi in a non-equilibrium geometry.

Last column: Löwdin charge in e.
Geometry (Å):
C (-2.52, -1.09, -0.06)  -0.108
C (-2.94, 0.18, 0.06)  -0.097
C (-1.15, -1.57, -0.07)  -0.197
C (-2.11, 1.38, 0.19)  -0.297
C (-0.06, -0.87, 0.10)  -0.113
C (2.27, 1.09, -0.30)  -0.260
N (-0.88, 1.50, 0.30)  0.175
Si (1.76, -0.62, 0.34)  0.580
H (-3.27, -1.87, -0.15)  0.100
H (-4.01, 0.37, 0.06)  0.093
H (-1.05, -2.64, -0.24)  0.101
H (-2.70, 2.30, 0.21)  0.106
H (1.38, 1.68, -0.52)  -0.015
H (2.85, 1.63, 0.44)  0.017
H (2.87, 1.02, -1.21)  0.016
H (2.45, -1.70, -0.39)  -0.052
H (2.03, -0.80, 1.77)  -0.049

The value obtained for the gap between HOMO and LUMO (alpha / beta) is 9.24 / 8.20 eV. Its spin multiplicity is 1. The value obtained for the HOMO energy (alpha / beta) is -0.3385 / -0.3016 hartree. The LUMO energy (alpha / beta) comes out at 0.0 / 0.0 eV. The calculation puts the molecular weight at 123.23 g mol⁻¹.

---

# 4
Density functional theory data (the ωB97M-V functional and the def2-TZVPD basis) for a cluster of 3 separate species, C29H58Cl2N2O8 in total in a non-equilibrium geometry.

Last column: Löwdin charge in e.
Geometry (Å):
C (-7.44, -4.95, -4.15)  -0.133
O (-6.52, -4.01, -3.57)  -0.236
C (-5.82, -4.57, -2.44)  -0.227
C (-4.82, -5.76, -2.80)  -0.186
C (-3.39, -5.28, -3.33)  -0.216
C (-3.48, -4.22, -4.53)  -0.208
C (-2.15, -4.18, -5.43)  -0.218
C (-1.67, -2.68, -5.76)  -0.213
C (-0.57, -2.28, -4.66)  -0.217
C (-0.24, -0.69, -4.64)  -0.192
C (-0.34, -0.23, -3.11)  -0.237
C (0.56, 1.08, -2.77)  -0.186
C (0.10, 1.51, -1.28)  -0.185
C (1.19, 2.36, -0.49)  -0.123
C (1.54, 1.85, 0.98)  -0.249
O (2.06, 3.03, 1.70)  -0.166
C (3.49, 3.04, 1.73)  -0.214
C (4.03, 2.50, 3.14)  -0.527
Cl (3.07, 1.44, 4.26)  0.681
C (5.32, 2.87, 3.60)  -0.642
C (5.78, 2.36, 5.05)  -0.149
Cl (6.39, 3.92, 2.59)  0.609
C (0.30, 1.33, 1.84)  -0.261
C (-1.01, 2.28, 1.72)  -0.103
C (-1.57, 2.72, 3.17)  -0.175
C (-3.12, 2.31, 3.30)  -0.388
C (-3.54, 2.74, 4.81)  -0.094
C (-3.35, 0.74, 3.14)  -0.102
O (-0.02, -0.06, 1.66)  -0.151
C (1.05, -0.93, 2.07)  -0.160
C (0.55, -2.46, 2.21)  -0.185
O (0.64, -2.80, 3.61)  -0.232
C (1.04, -4.20, 3.70)  -0.107
H (-6.95, -5.54, -5.01)  0.092
H (-7.88, -5.70, -3.42)  0.095
H (-8.28, -4.34, -4.61)  0.098
H (-6.62, -4.97, -1.71)  0.121
H (-5.21, -3.76, -1.92)  0.131
H (-4.62, -6.32, -1.81)  0.114
H (-5.25, -6.53, -3.52)  0.106
H (-2.77, -4.84, -2.48)  0.110
H (-2.81, -6.19, -3.72)  0.111
H (-3.63, -3.20, -4.04)  0.114
H (-4.37, -4.46, -5.22)  0.114
H (-2.24, -4.82, -6.38)  0.109
H (-1.32, -4.68, -4.82)  0.100
H (-2.52, -1.93, -5.80)  0.110
H (-1.10, -2.70, -6.76)  0.110
H (-1.03, -2.58, -3.64)  0.099
H (0.39, -2.89, -4.74)  0.115
H (-1.07, -0.11, -5.19)  0.111
H (0.78, -0.46, -5.08)  0.111
H (0.03, -1.06, -2.40)  0.109
H (-1.41, 0.00, -2.76)  0.122
H (0.28, 1.84, -3.56)  0.114
H (1.67, 0.80, -2.79)  0.087
H (-0.22, 0.55, -0.78)  0.102
H (-0.81, 2.19, -1.45)  0.121
H (0.96, 3.48, -0.42)  0.125
H (2.16, 2.29, -1.10)  0.101
H (2.40, 1.12, 0.89)  0.136
H (3.99, 2.56, 0.84)  0.114
H (3.80, 4.14, 1.71)  0.116
H (6.81, 2.77, 5.31)  0.072
H (5.03, 2.69, 5.86)  0.078
H (5.79, 1.23, 5.07)  0.070
H (0.62, 1.43, 2.94)  0.106
H (-0.81, 3.23, 1.14)  0.114
H (-1.79, 1.69, 1.12)  0.113
H (-0.97, 2.30, 4.04)  0.109
H (-1.51, 3.85, 3.22)  0.118
H (-3.70, 2.91, 2.52)  0.131
H (-2.59, 2.78, 5.44)  0.074
H (-4.24, 1.93, 5.20)  0.065
H (-4.03, 3.76, 4.78)  0.073
H (-4.34, 0.37, 3.58)  0.078
H (-2.45, 0.17, 3.57)  0.093
H (-3.33, 0.50, 2.01)  0.072
H (1.60, -0.59, 3.00)  0.096
H (1.82, -0.95, 1.22)  0.123
H (1.26, -3.12, 1.60)  0.119
H (-0.48, -2.62, 1.76)  0.138
H (0.64, -4.59, 4.70)  0.098
H (0.58, -4.78, 2.83)  0.094
H (2.18, -4.25, 3.66)  0.097
C (5.23, 1.06, -1.90)  0.043
N (4.40, 0.73, -3.09)  -0.450
O (4.01, -0.42, -3.19)  0.055
O (4.18, 1.64, -3.87)  0.061
H (5.35, 0.17, -1.29)  0.097
H (6.19, 1.42, -2.26)  0.103
H (4.70, 1.84, -1.34)  0.076
C (4.79, 6.94, 3.82)  0.024
N (5.41, 8.12, 4.47)  -0.451
O (4.74, 8.72, 5.29)  0.065
O (6.55, 8.40, 4.13)  0.061
H (3.78, 6.81, 4.21)  0.097
H (4.76, 7.13, 2.75)  0.101
H (5.40, 6.07, 4.05)  0.056

The value obtained for the gap between HOMO and LUMO is 9.46 eV. Its spin multiplicity is 1. The value obtained for the HOMO energy is -0.3487 hartree. The LUMO energy comes out at 0.0 eV. The calculation puts the molecular weight at 633.70 g mol⁻¹.